w) Below is a gas-phase ion, C5H13N2O (charge +1), with properties calculated with ωB97M-V/def2-TZVPD.

Structure (XYZ):
```
21
Properties=species:S:1:pos:R:3:nbo_charge:R:1
N -0.84 -1.16 -1.01 -0.68
C -0.66 0.09 -0.15 -0.13
C -0.13 -0.43 1.21 -0.25
C 1.39 -0.64 0.98 -0.64
C -0.81 -1.67 1.82 -0.66
C 0.19 1.12 -0.95 0.67
N 0.51 2.23 -0.14 -0.84
O 0.35 1.02 -2.14 -0.56
H -1.22 -1.94 -0.39 0.45
H 0.10 -1.40 -1.34 0.45
H -1.48 -1.07 -1.75 0.45
H -1.68 0.58 -0.12 0.26
H -0.37 0.46 1.92 0.24
H 1.66 -0.87 -0.08 0.20
H 1.70 -1.55 1.61 0.24
H 1.98 0.18 1.39 0.25
H -1.86 -1.62 1.85 0.23
H -0.44 -2.65 1.43 0.22
H -0.45 -1.86 2.81 0.27
H 0.75 2.25 0.93 0.42
H 0.92 3.00 -0.53 0.41
```

Its HOMO energy is -14.51 eV. For the LUMO energy, the calculation gives -3.312 eV. Its spin multiplicity is 1. The charge is +1. Its HOMO-LUMO gap is 11.196 eV. As for the structure (SMILES): CC(C)[C@H]([NH3+])C(N)=O.

---

x) Below is 2 unconnected molecules or ions with the total composition C5H13N2O, with properties calculated with ωB97M-V/def2-TZVPD.

Structure (XYZ):
```
21
Properties=species:S:1:pos:R:3:nbo_charge:R:1
C -0.87 1.16 1.80 0.53
N -1.15 -0.20 1.74 -0.67
C -2.48 -0.61 1.25 -0.43
O -1.34 1.95 1.02 -0.59
H -0.08 1.42 2.52 0.15
H -0.83 -0.71 2.55 0.41
H -3.28 -0.27 1.88 0.23
H -2.51 -1.69 1.19 0.22
H -2.65 -0.21 0.25 0.20
C 2.04 -1.24 -1.28 -0.67
C 1.42 0.11 -1.22 0.13
C 1.98 1.29 -1.38 -0.35
N -0.04 0.06 -0.95 -0.72
H 3.12 -1.14 -1.16 0.26
H 1.67 -1.88 -0.48 0.23
H 1.84 -1.73 -2.23 0.25
H 1.39 2.20 -1.32 0.22
H 3.03 1.37 -1.57 0.24
H -0.51 -0.53 -1.64 0.43
H -0.49 0.99 -0.97 0.46
H -0.24 -0.32 0.01 0.46
```

Its HOMO energy is -14.24 eV. For the LUMO energy, the calculation gives -3.117 eV. Its spin multiplicity is 1. The charge is +1. Its HOMO-LUMO gap is 11.120 eV.

---

y) Below is a gas-phase ion, C5H13N2O (charge +1), with properties calculated with ωB97M-V/def2-TZVPD.

Structure (XYZ):
```
21
Properties=species:S:1:pos:R:3:nbo_charge:R:1
C 1.43 -0.31 -0.48 -0.23
N 0.88 0.90 -1.08 -0.64
C 0.67 2.06 -0.21 -0.34
C -0.72 2.56 -0.54 0.46
O -1.73 2.15 -0.05 -0.53
C 0.56 -0.89 0.62 -0.24
N -0.77 -1.21 0.06 -0.49
C -1.57 -2.07 0.98 -0.43
H 2.45 -0.26 -0.13 0.21
H 1.52 -0.99 -1.33 0.21
H 1.41 1.12 -1.90 0.39
H 1.40 2.84 -0.43 0.22
H 0.66 1.73 0.82 0.20
H -0.72 3.30 -1.35 0.12
H 0.48 -0.20 1.44 0.23
H 1.12 -1.73 0.93 0.24
H -0.60 -1.70 -0.82 0.43
H -1.24 -0.34 -0.19 0.47
H -1.97 -1.49 1.80 0.25
H -2.34 -2.63 0.45 0.25
H -0.93 -2.83 1.43 0.23
```

Its HOMO energy is -13.07 eV. For the LUMO energy, the calculation gives -2.986 eV. Its spin multiplicity is 1. The charge is +1. Its HOMO-LUMO gap is 10.080 eV. As for the structure (SMILES): C[NH2+]CCNCC=O.

---

Which structure is the least stable? The one labeled y).

---

w) Below is C6H8N2O in the gas phase, with properties calculated with ωB97M-V/def2-TZVPD.

Structure (XYZ):
```
17
Properties=species:S:1:pos:R:3:nbo_charge:R:1
C -1.64 -0.29 -0.09 0.66
C 0.50 -1.26 -0.25 0.08
C 1.70 -0.70 0.48 -0.43
C 1.10 0.04 -0.72 -0.28
C 0.26 1.27 -0.58 -0.07
C -0.34 1.54 0.73 -0.24
H -2.98 -1.58 -0.02 0.34
H 0.58 -2.17 -0.86 0.20
H 1.56 -0.33 1.48 0.23
H 2.65 -1.26 0.29 0.23
H 1.64 0.00 -1.68 0.24
H 0.43 2.07 -1.29 0.23
H -0.13 0.90 1.62 0.20
H -0.51 2.59 1.07 0.21
N -2.86 -0.60 -0.20 -0.65
N -1.20 1.01 -0.32 -0.44
O -0.76 -1.22 0.33 -0.51
```

Its HOMO energy is -9.67 eV. For the LUMO energy, the calculation gives 0.889 eV. Its spin multiplicity is 1. Its HOMO-LUMO gap is 10.554 eV. As for the structure (SMILES): [H]/N=C1\O[C@@H]2C[C@@H]2[C@@H]2CN12.

---

x) Below is 2 unconnected molecules or ions with the total composition C6H8N2O, with properties calculated with ωB97M-V/def2-TZVPD.

Structure (XYZ):
```
17
Properties=species:S:1:pos:R:3:nbo_charge:R:1
C 0.59 -0.79 0.43 -0.10
C 0.30 -2.16 -0.41 -0.05
C -0.20 -3.25 -0.57 -0.25
C -0.71 0.17 0.15 -0.04
C -1.18 0.91 -1.14 -0.26
C 0.77 2.34 -0.51 0.54
H 0.74 0.09 2.11 0.36
H -0.52 -0.89 2.19 0.32
H 1.43 -0.04 -0.11 0.24
H -0.21 -4.43 -0.50 0.27
H -1.39 0.01 0.99 0.20
H -2.24 1.27 -0.96 0.25
H -0.46 0.92 -2.13 0.27
H 1.97 1.97 0.26 0.10
N 0.70 -0.96 1.84 -0.75
N -0.41 1.71 -0.09 -0.50
O 0.82 3.12 -1.58 -0.59
```

Its HOMO energy is -9.96 eV. For the LUMO energy, the calculation gives 0.408 eV. Its spin multiplicity is 1. Its HOMO-LUMO gap is 10.369 eV.

---

Which structure is the least stable? The one labeled x).

---

w) Below is a gas-phase ion, C3H6IN2 (charge +1), with properties calculated with ωB97M-V/def2-TZVPD.

Structure (XYZ):
```
12
Properties=species:S:1:pos:R:3:nbo_charge:R:1
C -0.66 -0.27 0.36 -0.01
C 0.04 -0.96 -0.71 0.24
C -1.82 -0.73 1.04 -0.28
N -0.14 0.86 0.92 -0.78
N 1.20 -0.57 -1.16 -0.66
I -2.51 -2.59 1.35 0.39
H -0.46 -1.81 -1.23 0.25
H -2.27 0.05 1.65 0.22
H -0.86 1.33 1.49 0.41
H 1.96 -1.14 -1.45 0.45
H 0.23 1.48 0.20 0.37
H 1.53 0.29 -0.71 0.41
```

Its HOMO energy (alpha / beta) is -12.75 / -12.75 eV. For the LUMO energy (alpha / beta), the calculation gives -5.962 / -5.973 eV. Its spin multiplicity is 1. The charge is +1. Its HOMO-LUMO gap (alpha / beta) is 6.788 / 6.779 eV. As for the structure (SMILES): N/C(C=[NH2+])=C/I.

---

x) Below is a gas-phase ion, C3H6IN2 (charge +1), with properties calculated with ωB97M-V/def2-TZVPD.

Structure (XYZ):
```
12
Properties=species:S:1:pos:R:3:nbo_charge:R:1
C 0.50 0.93 1.25 -0.06
C -0.11 -0.23 0.42 -0.27
C 0.90 0.79 -1.42 -0.25
N 1.10 1.83 0.71 -0.17
N -0.36 0.28 -0.95 -0.57
I 0.79 2.20 -2.88 0.36
H 0.54 0.95 2.33 0.26
H 0.76 -1.05 0.28 0.26
H -1.05 -0.71 0.68 0.25
H 1.91 0.45 -1.17 0.27
H -0.76 -0.61 -1.48 0.46
H -1.11 0.90 -0.97 0.45
```

Its HOMO energy (alpha / beta) is -13.69 / -12.98 eV. For the LUMO energy (alpha / beta), the calculation gives -5.141 / -4.839 eV. Its spin multiplicity is 1. The charge is +1. Its HOMO-LUMO gap (alpha / beta) is 8.553 / 8.146 eV.

---

Which structure is the least stable? The one labeled x).

---

w) Below is a molecular structure, CH4INS, with properties calculated with ωB97M-V/def2-TZVPD.

Structure (XYZ):
```
8
Properties=species:S:1:pos:R:3:nbo_charge:R:1
C -0.03 0.51 0.03 -0.43
N 0.43 -0.20 1.23 -0.70
S -0.24 0.26 2.61 0.47
I 1.61 2.94 2.99 -0.41
H -1.11 0.57 0.14 0.22
H 0.32 1.50 -0.11 0.23
H 0.15 -0.26 -0.76 0.21
H 1.46 -0.54 1.13 0.42
```

Its HOMO energy (alpha / beta) is -8.78 / -8.77 eV. For the LUMO energy (alpha / beta), the calculation gives -2.597 / -2.602 eV. Its spin multiplicity is 1. Its HOMO-LUMO gap (alpha / beta) is 6.179 / 6.172 eV.

---

x) Below is 2 unconnected molecules or ions with the total composition CH4INS, with properties calculated with ωB97M-V/def2-TZVPD.

Structure (XYZ):
```
8
Properties=species:S:1:pos:R:3:nbo_charge:R:1
C 1.07 -0.53 -0.15 -0.48
N 0.26 0.74 -0.33 -0.53
S 0.87 2.16 -0.15 0.34
I -3.17 -0.55 -0.17 -0.10
H 0.44 -1.38 -0.43 0.22
H 2.15 -0.66 -0.49 0.22
H 1.07 -0.50 1.02 0.23
H -2.70 0.71 0.69 0.11
```

Its HOMO energy (alpha / beta) is -8.37 / -8.37 eV. For the LUMO energy (alpha / beta), the calculation gives -1.125 / -1.125 eV. Its spin multiplicity is 1. Its HOMO-LUMO gap (alpha / beta) is 7.241 / 7.242 eV. As for the structure (SMILES): CN=S.I.

---

y) Below is a molecular structure, CH4INS, with properties calculated with ωB97M-V/def2-TZVPD.

Structure (XYZ):
```
8
Properties=species:S:1:pos:R:3:nbo_charge:R:1
C -1.12 -0.81 0.34 -0.74
N 1.14 -0.13 0.35 -1.05
S 0.29 -1.42 0.66 1.01
I 3.05 -0.25 -0.25 0.30
H -1.97 -1.42 0.66 0.23
H 0.02 2.15 -1.26 -0.01
H -1.38 0.27 0.12 0.26
H -0.03 1.60 -0.62 0.00
```

Its HOMO energy (alpha / beta) is -8.28 / -8.27 eV. For the LUMO energy (alpha / beta), the calculation gives -0.567 / -0.568 eV. Its spin multiplicity is 1. Its HOMO-LUMO gap (alpha / beta) is 7.710 / 7.707 eV.

---

Which structure is the least stable? The one labeled y).

---

w) Below is 2 unconnected molecules or ions with the total composition C8H10N3, with properties calculated with ωB97M-V/def2-TZVPD.

Structure (XYZ):
```
21
Properties=species:S:1:pos:R:3:nbo_charge:R:1
C 0.70 2.66 2.12 -0.10
C 0.90 1.35 2.49 -0.21
C 0.16 2.98 0.86 -0.19
C 0.42 0.37 1.63 -0.09
C -0.38 2.03 0.02 -0.14
C -0.26 0.69 0.39 -0.23
C 0.78 -3.74 -1.70 -0.39
C -0.61 -0.39 -0.41 0.27
N -1.22 -2.89 -2.66 -0.09
N -0.24 -3.26 -2.19 0.04
N -1.33 -0.26 -1.51 -0.67
H 0.96 3.50 2.62 0.23
H 1.31 1.22 3.48 0.25
H 0.06 3.95 0.38 0.24
H 0.56 -0.76 1.88 0.23
H -0.79 2.43 -0.83 0.22
H 1.85 -3.43 -1.88 0.26
H 0.67 -4.41 -0.74 0.25
H -0.15 -1.46 -0.21 0.24
H -1.53 -1.18 -2.05 0.45
H -1.86 0.59 -1.70 0.43
```

Its HOMO energy is -12.68 eV. For the LUMO energy, the calculation gives -4.967 eV. Its spin multiplicity is 1. The charge is +1. Its HOMO-LUMO gap is 7.708 eV.

---

x) Below is a gas-phase ion, C8H10N3 (charge +1), with properties calculated with ωB97M-V/def2-TZVPD.

Structure (XYZ):
```
21
Properties=species:S:1:pos:R:3:nbo_charge:R:1
C -3.07 -0.27 0.16 -0.22
C -2.77 1.10 0.18 -0.11
C -2.10 -1.20 0.04 -0.11
C -1.46 1.60 0.29 -0.33
C -0.76 -0.74 -0.02 -0.29
C -0.59 0.59 0.20 0.29
C 0.31 -1.64 -0.10 0.17
C 2.45 0.55 -1.11 -0.44
N 1.52 -1.33 -0.16 -0.22
N 2.46 0.29 1.16 -0.56
N 1.87 -0.01 0.05 0.09
H -4.19 -0.47 0.05 0.26
H -3.61 1.73 0.14 0.24
H -2.14 -2.29 -0.11 0.24
H -1.18 2.71 0.41 0.28
H 0.02 -2.59 -0.30 0.22
H 1.68 0.43 -1.93 0.25
H 2.71 1.60 -0.76 0.25
H 3.31 -0.03 -1.33 0.23
H 3.42 0.18 1.11 0.38
H 2.13 -0.22 2.03 0.40
```

Its HOMO energy (alpha / beta) is -13.07 / -13.53 eV. For the LUMO energy (alpha / beta), the calculation gives -5.634 / -4.525 eV. Its spin multiplicity is 1. The charge is +1. Its HOMO-LUMO gap (alpha / beta) is 7.433 / 9.003 eV.

---

Which structure is the least stable? The one labeled x).

---

w) Below is 2 unconnected molecules or ions with the total composition C2H7O2, with properties calculated with ωB97M-V/def2-TZVPD.

Structure (XYZ):
```
11
Properties=species:S:1:pos:R:3:nbo_charge:R:1
O -0.29 -2.09 1.18 -0.93
H 0.58 -1.43 1.22 0.66
H -0.06 -2.86 0.43 0.55
H -1.17 -2.61 1.11 0.63
O 0.74 0.23 0.55 -0.58
C -0.20 0.78 0.11 0.49
C 0.21 1.79 -1.05 -0.72
H -1.27 0.28 0.28 0.14
H 1.24 2.02 -0.76 0.25
H 0.48 1.16 -1.90 0.26
H -0.25 2.75 -1.17 0.26
```

Its HOMO energy is -14.88 eV. For the LUMO energy, the calculation gives -5.494 eV. Its spin multiplicity is 1. The charge is +1. Its HOMO-LUMO gap is 9.388 eV.

---

x) Below is 2 unconnected molecules or ions with the total composition C2H7O2, with properties calculated with ωB97M-V/def2-TZVPD.

Structure (XYZ):
```
11
Properties=species:S:1:pos:R:3:nbo_charge:R:1
O -0.69 1.56 0.87 -0.98
H -1.63 1.78 0.94 0.49
H 1.96 -1.09 -0.20 0.29
H -0.30 2.06 1.61 0.50
C 0.97 -0.94 0.22 -0.76
C 0.16 -0.35 -0.83 0.62
O -1.06 -0.66 -0.92 -0.53
H 0.46 -1.81 0.64 0.29
H 1.04 -0.28 1.09 0.33
H 0.55 0.31 -1.60 0.21
H -1.46 -0.58 -1.81 0.55
```

Its HOMO energy is -16.12 eV. For the LUMO energy, the calculation gives -5.812 eV. Its spin multiplicity is 1. The charge is +1. Its HOMO-LUMO gap is 10.309 eV.

---

Which structure is the least stable? The one labeled w).